# 1
The following is a DFT calculation (ωB97M-V/def2-TZVPD) of a cluster of 2 separate species, C13H15NO in total in a non-equilibrium geometry.

energy above the lowest of the compared OMol25 structures with the same formula, charge and spin = 4.040 eV
SMILES = CC(C)C(=C=N)c1ccccc1.C=C=O
energy = -17257.745 eV
maximum force = 0.0825 Eh/bohr
HOMO-LUMO gap = 8.98 eV

CARTESIAN COORDINATES (ANGSTROEM)
C  1.784  -0.255  1.819
C  1.234  -0.365  0.422
C  2.190  0.536  -0.507
C  -0.130  0.310  0.410
C  -0.882  0.514  1.469
N  -1.501  1.093  2.336
C  -0.770  0.612  -0.963
C  -0.653  -0.030  -2.158
C  -1.352  0.310  -3.315
C  -2.096  1.454  -3.288
C  -2.176  2.310  -2.139
C  -1.578  1.807  -1.011
H  1.818  0.706  2.231
H  1.044  -0.681  2.424
H  2.841  -0.593  1.780
H  1.276  -1.352  -0.011
H  2.046  1.613  -0.507
H  3.118  0.067  -0.448
H  2.014  0.425  -1.663
H  -2.315  0.654  2.832
H  0.084  -0.915  -2.252
H  -1.350  -0.305  -4.173
H  -2.575  1.635  -4.234
H  -2.783  3.238  -2.338
H  -1.508  2.266  -0.002
C  -2.137  -2.302  -0.107
C  -1.006  -2.539  0.484
O  -0.042  -2.938  1.033
H  -2.367  -1.389  -0.675
H  -2.771  -3.084  0.048

=====

# 2
The following is a DFT calculation (ωB97M-V/def2-TZVPD) of a structure of composition C13H15NSi in a non-equilibrium geometry.

energy above the lowest of the compared OMol25 structures with the same formula, charge and spin = 7.461 eV
energy = -23084.149 eV
maximum force = 0.0817 Eh/bohr
HOMO-LUMO gap (alpha / beta) = 6.39 / 6.39 eV

CARTESIAN COORDINATES (ANGSTROEM)
C  -1.049  -1.997  0.811
C  -2.225  -1.672  0.402
C  0.061  -1.101  1.023
C  -0.307  0.380  0.774
C  2.885  0.480  1.128
C  -2.353  3.017  -0.265
C  -1.721  0.688  0.384
C  -2.734  -0.324  0.203
C  2.154  0.097  0.122
C  4.100  0.557  0.235
C  3.261  0.118  -0.906
C  0.700  -0.192  -0.063
C  0.300  -0.496  -1.566
N  -1.986  1.896  0.047
Si  -4.381  -0.044  -0.418
H  -0.817  -3.024  1.003
H  -2.929  -2.415  0.483
H  0.670  -1.449  1.793
H  0.024  1.097  1.522
H  2.786  0.571  2.224
H  -2.707  3.663  0.468
H  4.432  1.552  0.193
H  4.880  -0.135  0.533
H  3.607  -0.848  -1.341
H  2.949  0.792  -1.716
H  0.503  0.398  -2.118
H  -0.729  -0.536  -1.611
H  0.816  -1.339  -1.851
H  -4.696  1.201  -1.061
H  -5.492  -0.934  -0.433

=====

# 3
The following is a DFT calculation (ωB97M-V/def2-TZVPD) of a structure of composition C13H16BrCl3N7OSSiTl.

energy above the lowest of the compared OMol25 structures with the same formula, charge and spin = 0.755 eV
energy = -157236.798 eV
net charge = -2
maximum force = 0.0154 Eh/bohr
HOMO-LUMO gap (alpha / beta) = 3.52 / 3.52 eV

CARTESIAN COORDINATES (ANGSTROEM)
Tl  -0.096  0.093  -1.643
N  -2.888  2.960  0.401
C  -3.022  3.725  -0.774
C  -2.101  3.249  -1.655
N  -1.416  2.183  -1.139
C  -1.915  2.008  0.119
C  -1.585  0.916  0.879
N  -0.691  -0.040  0.415
C  -0.866  -1.131  1.243
C  -1.748  -0.848  2.222
N  -2.210  0.484  2.056
H  -3.659  2.757  1.045
H  -3.698  4.561  -0.836
H  -1.876  3.627  -2.640
H  -0.291  -2.030  1.093
H  -2.054  -1.446  3.065
H  -3.249  0.655  2.120
C  4.769  -1.164  1.814
C  3.914  -1.828  0.775
C  4.404  -2.824  -0.058
C  3.592  -3.397  -1.022
C  2.290  -2.934  -1.105
Br  1.106  -3.710  -2.375
N  1.794  -1.989  -0.341
C  2.592  -1.442  0.577
H  5.734  -1.667  1.896
H  4.285  -1.179  2.791
H  4.939  -0.119  1.550
H  5.435  -3.146  0.039
H  3.947  -4.168  -1.689
H  2.148  -0.651  1.174
O  0.760  -0.016  -3.351
N  -4.442  0.881  -1.392
C  -3.980  -0.368  -1.097
N  -4.487  -0.920  0.037
S  -2.953  -1.203  -2.126
H  -4.751  1.441  -0.594
H  -3.860  1.392  -2.046
H  -4.748  -0.261  0.780
H  -3.952  -1.712  0.360
Cl  3.488  4.011  -1.013
Si  2.974  1.974  -0.388
Cl  3.466  2.239  1.777
Cl  4.901  1.036  -0.945

=====

# 4
The following is a DFT calculation (ωB97M-V/def2-TZVPD) of a structure of composition C13H16CdCl3NO4S3Si.

energy above the lowest of the compared OMol25 structures with the same formula, charge and spin = 14.409 eV
energy = -105928.187 eV
maximum force = 0.0132 Eh/bohr
HOMO-LUMO gap = 5.56 eV

CARTESIAN COORDINATES (ANGSTROEM)
Cd  0.358  0.278  0.334
O  -0.935  -3.870  2.312
C  -0.282  -2.730  2.046
O  0.608  -2.644  1.242
C  -0.750  -1.583  2.885
C  -1.521  -1.751  4.017
C  -1.817  -0.623  4.780
C  -1.317  0.602  4.393
C  -0.564  0.687  3.223
N  -0.308  -0.386  2.485
C  0.028  2.036  2.768
O  -0.155  2.977  3.524
O  0.658  2.006  1.666
H  -0.559  -4.555  1.739
H  -1.864  -2.735  4.298
H  -2.420  -0.715  5.673
H  -1.485  1.513  4.949
C  3.306  -0.644  -1.333
C  2.392  -1.502  -2.206
S  0.603  -1.550  -1.821
C  -0.157  -0.128  -2.504
C  -0.462  0.998  -1.638
S  -0.042  2.713  -1.982
C  1.522  2.751  -2.926
C  2.444  1.556  -2.767
S  2.767  1.068  -1.051
H  4.313  -0.632  -1.755
H  3.375  -1.069  -0.330
H  2.715  -2.541  -2.104
H  2.503  -1.254  -3.261
H  -3.683  0.745  -3.140
H  -0.056  -0.020  -3.587
H  -2.951  2.083  -1.975
H  -1.828  1.322  -3.443
H  2.007  3.665  -2.583
H  1.312  2.873  -3.988
H  3.400  1.796  -3.236
H  2.014  0.704  -3.281
Cl  -3.579  0.789  0.890
Si  -2.765  -1.007  0.166
Cl  -2.323  0.878  -2.303
Cl  -4.505  -2.103  -0.174

=====

# 5
The following is a DFT calculation (ωB97M-V/def2-TZVPD) of a cluster of 2 separate species, C13H16Cl3F3I2NO6S in total.

energy = -100269.627 eV
net charge = -1
maximum force = 0.0175 Eh/bohr
HOMO-LUMO gap = 7.64 eV

CARTESIAN COORDINATES (ANGSTROEM)
C  3.586  -2.029  -2.264
C  2.995  -0.672  -1.998
Cl  4.179  0.470  -1.501
C  1.698  -0.360  -2.147
Cl  0.708  -1.673  -2.707
C  0.964  0.982  -1.940
C  -0.582  0.687  -2.322
O  -0.815  0.957  -3.498
O  -1.252  0.179  -1.436
N  1.598  2.072  -2.703
Cl  1.934  1.665  -4.337
C  1.137  3.398  -2.554
I  -0.905  3.882  -2.893
C  1.926  4.449  -2.309
C  1.455  5.867  -2.132
I  4.001  4.264  -2.267
S  0.981  1.539  -0.159
O  -0.246  2.186  0.186
O  2.208  2.221  0.155
C  1.118  -0.014  0.900
F  0.592  0.327  2.077
F  2.401  -0.310  1.091
F  0.508  -1.092  0.462
H  3.553  -2.636  -1.356
H  4.634  -1.910  -2.540
H  3.070  -2.532  -3.077
H  0.715  5.927  -1.333
H  2.293  6.525  -1.911
H  0.999  6.220  -3.061
C  -4.619  -3.055  3.711
O  -3.669  -2.110  4.153
C  -2.366  -2.648  4.316
C  -1.459  -2.312  3.154
O  -1.866  -2.967  1.970
C  -2.519  -2.104  1.042
H  -5.541  -2.513  3.504
H  -4.290  -3.560  2.800
H  -4.818  -3.806  4.486
H  -2.417  -3.736  4.435
H  -1.948  -2.222  5.235
H  -0.445  -2.650  3.395
H  -1.426  -1.228  3.005
H  -1.823  -1.372  0.630
H  -3.360  -1.585  1.510
H  -2.888  -2.724  0.228

=====

# 6
The following is a DFT calculation (ωB97M-V/def2-TZVPD) of a structure of composition C13H16ClIN2W in a non-equilibrium geometry.

multiplicity = 3
energy = -39153.286 eV
net charge = +2
maximum force = 0.0402 Eh/bohr
HOMO-LUMO gap (alpha / beta) = 7.01 / 7.74 eV

CARTESIAN COORDINATES (ANGSTROEM)
C  2.308  2.958  1.744
C  2.943  1.630  1.246
H  1.557  3.393  1.066
H  3.107  3.722  1.843
H  1.879  2.902  2.752
H  2.437  0.923  0.535
H  3.821  1.822  0.628
H  3.303  1.043  2.097
C  -2.534  1.119  0.154
C  -3.760  0.965  -0.459
C  -3.940  0.023  -1.479
C  -2.872  -0.797  -1.813
H  -2.302  1.843  0.924
H  -4.577  1.589  -0.119
H  -4.889  -0.083  -1.985
H  -2.940  -1.594  -2.538
N  -1.466  0.366  -0.230
C  -1.643  -0.632  -1.162
C  -0.514  -1.514  -1.318
N  0.563  -1.157  -0.529
C  1.586  -2.044  -0.363
C  0.566  -3.578  -1.935
C  1.610  -3.223  -1.080
H  2.354  -1.762  0.341
H  2.461  -3.875  -0.956
C  -0.526  -2.728  -2.028
H  -1.400  -3.007  -2.594
H  0.591  -4.501  -2.495
W  0.504  0.739  0.408
I  1.001  2.361  -1.576
Cl  -0.588  -0.545  2.584
C  0.364  0.969  2.480
H  -0.273  1.822  2.747
H  1.269  0.852  3.108